The following is a quantum chemistry calculation of a structure of composition C20H40O11, from the Open Molecules 2025 dataset.

Values from the calculation:
energy	-43893.948	eV
frontier orbital gap	8.80	eV
HOMO energy	-8.2	eV
energy above the lowest of the compared OMol25 structures with the same formula, charge and spin	389.2	kcal/mol

Structure (ORCA input):
```
! wB97M-V def2-TZVPD RIJCOSX def2/J DEFGRID3
* xyz 0 1
O 0.747 2.689 -2.398
O -0.699 1.225 0.473
O 1.162 -1.599 1.923
O -0.316 0.823 -1.479
O -2.835 2.001 0.903
O -0.399 -3.236 2.570
O 0.013 -1.484 3.883
O -0.930 2.771 2.149
O 1.135 0.592 -3.124
O 4.100 1.378 -0.347
O -3.274 -0.868 0.241
C 4.091 -0.600 -1.741
C 0.163 3.550 -1.419
C -0.868 -2.933 5.589
C -2.053 -1.505 -0.095
C -2.194 -1.851 -1.494
C -4.352 -1.490 -0.499
C 0.216 -2.176 2.745
C -3.675 -2.121 -1.622
C 4.810 0.107 -0.555
C 0.836 -0.737 -3.456
C 0.446 1.318 -2.257
C 2.793 0.229 -1.820
C -1.093 -1.759 4.700
C 0.714 1.125 0.784
C -1.174 3.977 -1.995
C -3.239 1.362 -0.314
C -1.420 2.063 1.260
C 3.315 1.702 -1.501
C 1.188 -0.231 0.470
C 2.086 -0.541 2.340
H -1.129 -0.902 5.373
H -4.951 -2.284 -0.054
H 2.268 -0.371 0.505
H 2.267 0.142 -2.771
H 2.634 -0.111 1.501
H -0.917 -3.841 4.988
H -1.669 4.579 -1.233
H 1.303 1.911 0.312
H 0.184 3.197 -0.388
H -4.102 1.873 -0.741
H -3.332 0.277 -0.326
H 4.696 -0.356 0.426
H 0.799 4.426 -1.545
H -1.237 4.742 -2.769
H -5.117 -0.801 -0.859
H -0.233 -0.947 -3.438
H 1.402 -1.373 -2.775
H 5.858 0.336 -0.745
H -2.003 -1.768 4.102
H -1.960 -1.056 -2.202
H 3.832 -1.641 -1.549
H 3.817 2.180 -2.342
H -1.880 -2.293 0.638
H 0.018 -2.986 6.221
H -4.038 -1.688 -2.554
H 1.196 -1.057 -4.434
H -2.440 1.448 -1.050
H -3.939 -3.177 -1.686
H 2.022 -0.071 -1.110
H 0.691 -0.907 1.166
H -1.774 -2.866 6.191
H 2.545 2.419 -1.217
H -1.937 3.244 -2.255
H 2.803 -1.073 2.965
H -1.679 -2.760 -1.802
H 1.540 0.266 2.827
H 4.628 -0.492 -2.684
H 0.956 1.344 1.824
H -1.166 -0.898 0.083
H 0.750 -0.446 -0.505
*
```

***

The following is a quantum chemistry calculation of the molecule C6H9N, from the Open Molecules 2025 dataset.

Values from the calculation:
energy	-7856.645	eV
frontier orbital gap	8.45	eV
HOMO energy	-7.5	eV
energy above the lowest of the compared OMol25 structures with the same formula, charge and spin	34.9	kcal/mol

Structure (ORCA input):
```
! wB97M-V def2-TZVPD RIJCOSX def2/J DEFGRID3
* xyz 0 1
N -0.729 0.222 0.545
C 0.693 -1.250 1.649
C -0.427 -0.463 -1.519
C -0.574 0.665 -0.728
C -0.367 -1.585 -0.648
C -0.433 -1.117 0.653
C -0.135 2.094 -0.845
H -0.787 0.834 1.343
H -0.693 2.740 -1.516
H 1.068 -2.255 1.818
H 0.916 2.084 -1.154
H -0.139 2.539 0.155
H -0.146 -2.608 -0.933
H 1.505 -0.674 1.169
H 0.484 -0.744 2.596
H -0.236 -0.481 -2.584
*
```

***

The following is a quantum chemistry calculation of a structure of composition C12H33CrFN3O3, from the Open Molecules 2025 dataset.

Values from the calculation:
energy	-54721.616	eV
frontier orbital gap (alpha / beta)	5.50 / 5.70	eV
HOMO energy (alpha / beta)	-10.5 / -10.5	eV

Structure (ORCA input):
```
! wB97M-V def2-TZVPD RIJCOSX def2/J DEFGRID3
* xyz 1 5
Cr 0.472 -3.263 0.077
F 0.043 -1.558 -0.819
O 0.501 0.258 2.849
O 0.009 -4.670 -1.602
O 0.467 2.697 -0.533
N -1.492 0.408 1.050
N -2.208 3.783 -1.282
N 2.469 -3.599 -1.136
C -0.969 -5.691 -1.660
C 1.889 -3.535 -2.521
C 1.498 2.041 0.160
C 3.067 -3.428 -3.469
C -0.012 3.953 -0.128
C -1.767 0.966 2.367
C 1.472 0.961 3.613
C -3.257 0.678 2.656
C -1.354 5.987 -0.651
C -0.950 4.581 -1.147
C 1.023 -4.822 -2.571
C -0.825 0.255 3.396
H 1.546 0.617 4.650
H 2.485 0.815 3.242
H -3.563 -0.356 2.506
H 3.838 -2.735 -3.139
H -1.127 -0.794 3.466
H -1.996 -0.476 1.082
H -1.694 -5.545 -0.860
H 1.186 -2.756 -2.818
H 0.844 4.621 0.011
H -2.556 3.763 -0.326
H -0.564 3.805 0.809
H -3.806 1.397 2.054
H 0.564 -5.035 -3.537
H -1.835 5.884 0.324
H -0.917 0.719 4.380
H -0.540 6.687 -0.433
H 1.578 2.422 1.183
H 1.271 0.983 0.297
H 3.196 -4.304 -1.032
H 2.461 2.111 -0.349
H 2.859 -3.188 -4.515
H 1.727 -5.619 -2.309
H 1.246 2.027 3.688
H -0.500 -6.676 -1.658
H -1.437 2.007 2.329
H -0.533 0.087 0.979
H -1.946 6.528 -1.388
H -3.386 0.829 3.731
H -0.586 4.656 -2.172
H 3.030 -2.806 -0.828
H 3.537 -4.400 -3.665
H -1.589 -5.631 -2.560
H -2.869 4.360 -1.792
*
```

***

The following is a quantum chemistry calculation of a structure of composition C45H45Cl2N6O2PSV, from the Open Molecules 2025 dataset.

Values from the calculation:
energy	-131290.018	eV
frontier orbital gap (alpha / beta)	4.15 / 4.15	eV
HOMO energy (alpha / beta)	-0.1 / -0.1	eV

Structure (ORCA input):
```
! wB97M-V def2-TZVPD RIJCOSX def2/J DEFGRID3
* xyz -2 2
V -0.834 0.320 -1.382
Cl 0.801 -3.951 -3.047
Cl -0.645 -4.377 -0.537
S -2.916 -0.861 -0.995
P 0.142 -0.546 3.169
O -0.029 -1.501 -1.108
O 2.167 -1.889 -0.729
N 1.127 0.866 -1.932
N -1.566 2.127 -2.178
N -3.231 -3.007 -2.530
N -1.960 -1.360 -3.505
N -1.397 -0.127 -3.230
N -0.340 1.444 0.125
C -1.495 0.848 -4.142
C 1.954 0.203 -2.931
C 4.063 2.941 -5.502
C -1.847 3.321 -4.279
C 2.680 2.817 -5.590
C 1.417 1.419 4.873
C -0.053 -1.716 5.717
C -1.819 0.570 -5.577
C -1.673 -3.372 6.309
C 2.005 1.932 -4.764
C 2.698 1.155 -3.836
C 0.242 0.877 4.352
C -3.283 -3.784 -3.743
C -0.304 3.152 1.603
C -0.402 -1.793 4.368
C -2.648 -1.773 -2.472
C -0.986 2.479 5.684
C -1.558 2.126 -3.565
C 4.761 2.174 -4.582
C -4.495 -3.463 -4.614
C 1.982 -3.324 2.790
C 1.500 1.921 -1.323
C 4.460 -0.789 1.490
C 0.735 3.372 0.683
C -2.419 4.366 -2.201
C 4.079 1.288 -3.754
C -1.688 -3.050 2.616
C 0.685 2.313 -0.216
C 3.765 0.409 1.603
C -2.038 -3.500 5.004
C -2.272 4.427 -3.605
C 3.856 -1.956 1.913
C 0.812 -3.716 -1.267
C 1.020 -2.210 -0.994
C 2.502 0.411 2.162
C -2.038 3.215 -1.554
C -0.931 1.968 1.213
C -2.300 0.797 4.392
C -0.986 1.406 4.797
C 2.575 -1.974 2.471
C -1.380 -2.784 3.920
C -0.637 -2.490 6.705
C 1.895 -0.762 2.640
C 1.402 2.484 5.763
C 0.193 3.030 6.165
H -1.940 2.883 6.010
H 1.446 4.185 0.667
H 2.126 3.414 -6.304
H -0.566 3.751 2.461
H -2.508 5.338 -4.144
H -2.083 3.151 -0.474
H -1.311 1.274 -6.240
H 2.649 -0.453 -2.412
H 0.924 1.842 -4.818
H 4.621 0.689 -3.031
H 2.414 2.458 -1.581
H -3.115 1.511 4.525
H 0.701 -0.993 6.014
H 4.590 3.635 -6.146
H -3.267 -4.844 -3.475
H -1.767 1.473 1.685
H -1.223 -2.531 1.788
H -4.501 -2.399 -4.855
H 4.194 1.337 1.243
H 5.838 2.266 -4.502
H -2.842 -4.179 4.732
H -1.510 -0.442 -5.834
H -2.367 -3.575 -4.294
H 2.369 1.004 4.572
H 4.369 -2.904 1.777
H -2.894 0.649 -5.768
H 1.294 -0.435 -3.520
H 1.663 -4.269 -0.889
H 1.904 -3.906 1.867
H -2.200 -3.951 7.063
H -4.469 -4.031 -5.548
H -2.468 -3.764 2.373
H -1.758 3.327 -5.358
H -5.426 -3.701 -4.094
H -3.843 -3.226 -1.765
H 0.993 -3.266 3.231
H 0.164 3.866 6.855
H -0.345 -2.388 7.743
H 2.630 -3.877 3.476
H 2.338 2.883 6.140
H -2.784 5.206 -1.628
H 5.447 -0.816 1.042
H 1.957 1.347 2.217
H -2.294 0.445 3.358
H -2.499 -0.090 5.000
*
```

***

The following is a quantum chemistry calculation of the ion C6H9N2O2 with charge +1, from the Open Molecules 2025 dataset.

Values from the calculation:
energy	-13425.880	eV
frontier orbital gap (alpha / beta)	5.30 / 5.26	eV
HOMO energy (alpha / beta)	-13.0 / -12.9	eV
energy above the lowest of the compared OMol25 structures with the same formula, charge and spin	257.4	kcal/mol

Structure (ORCA input):
```
! wB97M-V def2-TZVPD RIJCOSX def2/J DEFGRID3
* xyz 1 1
O -4.153 -0.245 0.205
O -1.694 1.571 0.313
N -2.941 -0.431 0.089
N -1.892 0.463 0.076
C 0.350 -0.697 -0.097
C 2.009 0.418 1.284
C 1.425 0.982 -1.176
C -0.955 -0.600 -0.229
C -2.124 -1.629 -0.136
C 1.682 -0.138 -0.157
H 1.438 1.881 -0.566
H 2.435 -0.777 -0.561
H -2.117 -2.307 0.669
H 1.805 -0.193 2.223
H 3.002 0.769 1.453
H 0.508 0.887 -1.771
H 1.266 1.300 1.386
H -2.317 -2.206 -1.060
H 2.275 0.952 -1.945
*
```

***

The following is a quantum chemistry calculation of a structure of composition C15H12BCoN8S5, from the Open Molecules 2025 dataset.

Values from the calculation:
energy	-120142.766	eV
frontier orbital gap (alpha / beta)	5.77 / 3.19	eV
HOMO energy (alpha / beta)	-11.1 / -11.1	eV

Structure (ORCA input):
```
! wB97M-V def2-TZVPD RIJCOSX def2/J DEFGRID3
* xyz 1 6
Co 1.076 -0.787 -1.217
S 2.932 -0.206 -2.517
S 1.130 -2.652 -2.466
S 5.285 -1.983 -2.699
S 6.589 -4.303 -1.390
S 3.647 -4.317 -2.286
N -2.146 1.610 1.382
N 1.384 0.688 0.275
N 0.290 1.166 0.974
N -2.992 1.254 2.370
N -1.277 -0.866 0.656
N -1.326 1.115 -0.975
N -0.198 -1.580 -0.038
N -0.449 0.459 -1.780
C -3.582 2.388 2.781
C -1.739 -1.656 1.656
C -3.037 3.518 2.137
C -2.240 0.977 -3.035
C -1.033 -2.839 1.646
C -0.933 0.409 -3.018
C 5.261 -3.611 -2.010
C -2.456 1.382 -1.757
C 0.751 1.601 2.181
C -2.195 2.993 1.163
C -0.131 -2.786 0.572
C 3.586 -1.744 -2.697
C 2.790 -2.870 -2.713
C 2.491 0.922 0.994
C 2.152 1.494 2.251
B -1.209 0.687 0.560
H 2.777 1.850 3.069
H -1.576 3.494 0.431
H 3.417 0.692 0.521
H -2.871 0.986 -3.906
H -2.513 -1.312 2.353
H -3.269 4.531 2.353
H -3.242 1.985 -1.323
H 0.092 2.027 2.915
H 0.625 -3.502 0.407
H -0.425 -0.007 -3.857
H -4.340 2.405 3.596
H -1.096 -3.615 2.438
*
```

***

The following is a quantum chemistry calculation of the molecule C10H13NO2, from the Open Molecules 2025 dataset.

Values from the calculation:
energy	-16159.474	eV
frontier orbital gap	9.67	eV
HOMO energy	-9.1	eV
energy above the lowest of the compared OMol25 structures with the same formula, charge and spin	166.6	kcal/mol

Structure (ORCA input):
```
! wB97M-V def2-TZVPD RIJCOSX def2/J DEFGRID3
* xyz 0 1
O -1.577 0.249 1.141
O -1.860 -0.688 -0.978
N -1.015 2.680 -0.338
C 3.348 -0.248 0.177
C -2.175 -1.187 1.120
C 2.600 0.329 1.273
C -1.297 1.486 -1.013
C -0.970 0.278 -0.245
C 0.591 0.169 -0.227
C 1.272 0.491 0.927
C 2.799 -0.650 -1.041
C 1.379 -0.621 -1.305
C -1.834 -1.733 -0.259
H 4.378 -0.510 0.608
H -1.391 2.813 0.658
H -2.539 1.285 -1.087
H -0.038 2.802 0.082
H -3.312 -0.996 1.034
H -2.463 -2.699 -0.477
H -0.718 1.834 -1.916
H 0.996 -0.927 -2.243
H 3.286 -1.000 -1.984
H -1.944 -2.068 1.984
H 0.401 0.749 1.795
H 2.835 0.404 2.384
H -0.752 -2.240 -0.071
*
```

***

The following is a quantum chemistry calculation of a cluster of 3 separate species, C32H24NO8P in total, from the Open Molecules 2025 dataset.

Values from the calculation:
energy	-60735.445	eV
frontier orbital gap	8.01	eV
HOMO energy	-9.2	eV

Structure (ORCA input):
```
! wB97M-V def2-TZVPD RIJCOSX def2/J DEFGRID3
* xyz 0 1
P 3.376 -0.525 -0.603
O -2.328 -6.334 5.752
O 4.156 -1.862 -1.001
O 1.734 6.584 -4.896
O -0.687 -2.493 2.385
O -0.210 -0.945 -2.186
O -1.050 3.236 -1.770
O 1.684 -1.804 -3.035
O 3.640 0.393 -1.902
N 3.696 0.087 0.765
C 0.479 3.486 -3.533
C 1.090 -1.307 -2.121
C -0.184 -5.151 1.660
C 1.630 -0.977 -0.742
C -1.522 5.993 -1.457
C 0.115 6.348 -3.194
C -0.839 -4.805 2.836
C -0.043 7.722 -3.059
C -0.624 5.482 -2.386
C -2.793 -1.362 5.812
C -1.680 7.363 -1.333
C -0.995 -7.137 3.428
C -2.088 -1.695 4.668
C 1.478 1.597 -4.637
C 0.564 -0.012 -0.222
C 2.194 2.461 -5.461
C -0.340 -7.474 2.256
C 0.063 -6.481 1.369
C -0.650 -0.713 -0.809
C -1.825 -3.029 4.380
C 2.058 3.832 -5.321
C -2.263 -4.029 5.250
C -1.080 -3.364 3.133
C -3.238 -2.359 6.674
C -0.459 4.007 -2.497
C -2.972 -3.689 6.396
C 0.622 2.108 -3.676
C -1.252 -5.803 3.720
C -1.979 -5.468 4.979
C 1.078 5.830 -4.211
C -0.939 8.227 -2.131
C 1.201 4.350 -4.355
H 0.638 0.930 -0.780
H 1.560 -1.917 -0.172
H 0.541 8.379 -3.689
H -2.086 5.306 -0.842
H 1.582 0.525 -4.751
H -1.589 -0.169 -0.809
H -2.381 7.761 -0.611
H -3.792 -2.095 7.565
H 2.904 0.956 -2.168
H 0.570 -6.748 0.452
H 3.930 -2.150 -1.899
H 0.046 1.450 -3.038
H -0.763 -1.701 -0.353
H -1.734 -0.933 3.987
H 0.129 -4.366 0.985
H 0.557 0.177 0.846
H 2.858 2.061 -6.216
H -1.061 9.297 -2.029
H -1.318 -7.896 4.128
H 2.608 4.517 -5.951
H -3.306 -4.477 7.056
H 4.428 -0.361 1.300
H -0.142 -8.514 2.029
H -2.997 -0.323 6.035
*
```

***

- Among the records above, which one has the highest energy?
  C6H9N

***

- Which value of energy does entry 5 give?
  -13425.880 eV